i | An isolated ion of composition C4H12N3 and charge +1. Source: the OMol25 dataset; level of theory: the ωB97M-V functional and the def2-TZVPD basis.

Last column: natural (NBO) charge in e.
CARTESIAN COORDINATES (ANGSTROEM)
1 N -1.493 2.014 -1.528  -0.80
2 C -0.286 1.651 -1.047  0.03
3 C 0.074 0.454 -0.502  0.00
4 N -0.748 -0.806 -0.848  -0.74
5 C 1.301 0.155 0.379  -0.47
6 C 1.187 -1.128 1.195  -0.24
7 N -0.167 -1.296 1.757  -0.86
8 H -1.672 2.813 -2.110  0.42
9 H -2.356 1.648 -1.167  0.39
10 H 0.577 2.238 -1.331  0.23
11 H -1.642 -0.560 -1.256  0.43
12 H -0.137 -1.289 -1.500  0.43
13 H -0.815 -1.281 0.099  0.47
14 H 2.160 0.311 -0.308  0.25
15 H 1.219 1.013 1.082  0.24
16 H 1.397 -2.027 0.580  0.19
17 H 2.002 -1.194 1.913  0.22
18 H -0.448 -0.530 2.354  0.39
19 H -0.153 -2.187 2.238  0.40

Frontier orbital gap = 0.3352 Ha
Spin multiplicity = 1
Total charge = +1
LUMO energy = -3.0804 eV
HOMO = -12.2 eV
Structure (SMILES) = N/C=C(\[NH3+])CCN

***

ii | A 2-piece molecular cluster, C4H12N3 overall. Source: the OMol25 dataset; level of theory: the ωB97M-V functional and the def2-TZVPD basis.

Last column: natural (NBO) charge in e.
CARTESIAN COORDINATES (ANGSTROEM)
1 C 1.310 1.067 1.055  0.00
2 C -0.459 -1.894 0.492  -0.67
3 C 1.989 0.075 -1.033  -0.43
4 C -0.823 -0.659 -0.236  0.27
5 N -2.321 1.316 -0.352  -0.64
6 N -1.730 0.194 0.225  -0.32
7 N 1.146 0.277 0.114  -0.39
8 H 0.505 1.105 1.799  0.16
9 H 2.079 1.972 1.224  0.20
10 H 0.022 -2.567 -0.207  0.25
11 H -1.475 -2.270 0.984  0.26
12 H 0.218 -1.602 1.193  0.25
13 H 2.919 0.523 -0.783  0.22
14 H 1.645 0.543 -1.866  0.22
15 H 1.892 -0.911 -1.177  0.21
16 H -0.620 -0.813 -1.238  0.21
17 H -2.237 1.165 -1.367  0.38
18 H -2.249 2.255 -0.085  0.41
19 H -1.811 0.224 1.257  0.41

Frontier orbital gap = 0.3588 Ha
Spin multiplicity = 1
Total charge = +1
LUMO energy = -3.6264 eV
HOMO = -13.4 eV

***

iii | An isolated ion of composition C4H12N3 and charge +1. Source: the OMol25 dataset; level of theory: the ωB97M-V functional and the def2-TZVPD basis.

Last column: natural (NBO) charge in e.
CARTESIAN COORDINATES (ANGSTROEM)
1 C 2.853 0.100 -0.300  -0.48
2 N 1.515 -0.158 -0.008  -0.20
3 N 0.490 0.723 -0.061  0.05
4 C -0.780 -0.007 0.050  0.17
5 C -1.573 0.318 -1.231  -0.63
6 C -1.435 0.792 1.259  -0.61
7 N -0.490 -1.385 0.279  -0.84
8 H 3.304 -0.475 -1.198  0.28
9 H 3.321 -0.095 0.674  0.26
10 H 3.187 1.179 -0.422  0.26
11 H 1.002 -1.189 0.079  0.43
12 H -1.477 1.423 -1.530  0.27
13 H -1.008 -0.282 -2.117  0.22
14 H -2.622 -0.153 -1.038  0.26
15 H -0.678 1.584 1.605  0.25
16 H -1.666 0.071 2.160  0.23
17 H -2.356 1.236 1.026  0.24
18 H -0.828 -1.981 -0.459  0.42
19 H -0.759 -1.700 1.231  0.43

Frontier orbital gap = 0.3697 Ha
Spin multiplicity = 1
Total charge = +1
LUMO energy = -5.4058 eV
HOMO = -15.5 eV
Structure (SMILES) = C/[NH+]=N/C(C)(C)N

***

iv | An isolated ion of composition C4H12N3 and charge +1. Source: the OMol25 dataset; level of theory: the ωB97M-V functional and the def2-TZVPD basis.

Last column: natural (NBO) charge in e.
CARTESIAN COORDINATES (ANGSTROEM)
1 N -0.617 -1.677 -0.391  -0.74
2 C 0.498 -1.840 0.273  0.38
3 N 1.337 -0.856 0.431  -0.52
4 C 1.208 0.398 -0.267  -0.25
5 C 0.507 1.494 0.554  -0.42
6 C -1.042 1.410 0.436  -0.22
7 N -1.492 0.893 -0.860  -0.87
8 H -1.251 -2.471 -0.510  0.43
9 H -0.985 -0.756 -0.712  0.44
10 H 0.793 -2.880 0.368  0.24
11 H 2.006 -0.899 1.180  0.43
12 H 2.191 0.802 -0.491  0.24
13 H 0.645 0.262 -1.188  0.23
14 H 0.680 1.493 1.607  0.23
15 H 0.758 2.420 0.036  0.22
16 H -1.469 0.762 1.212  0.19
17 H -1.396 2.427 0.589  0.21
18 H -1.205 1.523 -1.607  0.39
19 H -2.488 0.727 -0.847  0.40

Frontier orbital gap = 0.3915 Ha
Spin multiplicity = 1
Total charge = +1
LUMO energy = -3.2649 eV
HOMO = -13.9 eV
Structure (SMILES) = N/C=[NH+]\CCCN

***

Least stable: ii

***

i | A 12-piece molecular cluster, C36H84N12O12 overall. Source: the OMol25 dataset; level of theory: the ωB97M-V functional and the def2-TZVPD basis.

Last column: Mulliken charge in e.
CARTESIAN COORDINATES (ANGSTROEM)
1 C -0.532 -6.167 -4.379  -1.00
2 N 0.134 -5.890 -3.133  0.15
3 C 1.150 -6.841 -2.737  -0.80
4 C -0.088 -4.732 -2.464  0.11
5 O 0.505 -4.367 -1.470  -0.62
6 H -1.003 -5.294 -4.851  0.31
7 H -1.473 -6.702 -4.177  0.35
8 H 0.085 -6.622 -5.147  0.35
9 H 2.005 -6.807 -3.418  0.34
10 H 1.568 -6.636 -1.757  0.10
11 H 0.705 -7.836 -2.738  0.38
12 H -0.929 -4.161 -2.888  0.33
13 C 6.147 -4.224 -0.105  -1.10
14 N 4.741 -4.433 -0.366  0.18
15 C 4.264 -5.799 -0.459  -1.05
16 C 3.868 -3.412 -0.362  0.44
17 O 4.170 -2.227 -0.375  -0.65
18 H 6.424 -4.647 0.868  0.37
19 H 6.341 -3.160 -0.009  0.31
20 H 6.792 -4.702 -0.841  0.37
21 H 4.460 -6.240 -1.441  0.29
22 H 4.851 -6.410 0.232  0.35
23 H 3.213 -5.898 -0.203  0.37
24 H 2.816 -3.747 -0.372  0.14
25 C 0.408 0.567 -1.809  -0.83
26 N 0.151 -0.049 -0.525  0.83
27 C 0.954 -1.236 -0.242  -1.09
28 C -0.859 0.335 0.280  0.32
29 O -1.167 -0.285 1.281  -0.64
30 H -0.086 1.516 -2.008  -0.18
31 H 0.171 -0.080 -2.654  0.52
32 H 1.471 0.822 -1.839  0.24
33 H 1.093 -1.787 -1.171  0.26
34 H 1.865 -1.012 0.303  0.21
35 H 0.335 -1.931 0.328  0.24
36 H -1.264 1.312 -0.021  0.06
37 C -0.949 -1.288 5.677  -0.73
38 N 0.050 -0.261 5.545  0.26
39 C 0.714 0.236 6.735  -1.13
40 C 0.612 0.071 4.351  0.41
41 O 1.439 0.954 4.235  -0.78
42 H -1.578 -1.380 4.794  -0.07
43 H -1.607 -1.055 6.516  0.43
44 H -0.449 -2.245 5.876  0.35
45 H 1.777 0.427 6.618  0.31
46 H 0.294 1.220 6.986  0.33
47 H 0.492 -0.411 7.583  0.42
48 H 0.272 -0.625 3.566  0.29
49 C -5.128 4.081 1.465  -0.20
50 N -5.414 3.414 0.216  0.22
51 C -6.586 3.884 -0.495  -1.02
52 C -4.677 2.350 -0.145  0.78
53 O -5.008 1.499 -0.946  -0.73
54 H -6.023 4.203 2.087  0.41
55 H -4.868 5.140 1.343  0.36
56 H -4.382 3.543 2.053  -0.53
57 H -6.419 4.927 -0.774  0.32
58 H -6.830 3.318 -1.388  0.33
59 H -7.448 3.842 0.175  0.31
60 H -3.748 2.373 0.441  -0.25
61 C 3.363 -0.123 -4.766  -1.16
62 N 4.781 -0.218 -4.473  0.20
63 C 5.402 -1.519 -4.233  -0.81
64 C 5.505 0.915 -4.312  0.13
65 O 6.693 0.969 -4.098  -0.59
66 H 3.096 -0.898 -5.489  0.33
67 H 3.159 0.786 -5.327  0.42
68 H 2.765 -0.199 -3.859  0.38
69 H 4.980 -1.906 -3.301  0.22
70 H 5.127 -2.170 -5.064  0.29
71 H 6.473 -1.382 -4.138  0.30
72 H 4.839 1.790 -4.376  0.29
73 C 3.631 -2.106 2.917  -0.74
74 N 3.759 -2.819 4.174  0.17
75 C 4.587 -2.138 5.168  -1.04
76 C 2.873 -3.748 4.581  0.18
77 O 2.750 -4.165 5.718  -0.62
78 H 4.524 -2.192 2.302  0.36
79 H 3.322 -1.082 3.119  0.29
80 H 2.801 -2.493 2.319  0.01
81 H 4.393 -1.073 5.320  0.31
82 H 4.454 -2.656 6.112  0.36
83 H 5.604 -2.154 4.767  0.33
84 H 2.213 -4.093 3.766  0.36
85 C 2.770 2.266 1.379  -0.92
86 N 2.450 3.633 1.055  0.22
87 C 1.383 3.868 0.115  -0.59
88 C 3.033 4.660 1.711  0.08
89 O 2.882 5.837 1.461  -0.60
90 H 2.013 1.861 2.060  0.41
91 H 3.741 2.163 1.848  0.36
92 H 2.751 1.561 0.547  0.12
93 H 1.333 4.954 0.020  0.23
94 H 1.636 3.507 -0.885  0.12
95 H 0.420 3.489 0.459  0.24
96 H 3.685 4.267 2.510  0.27
97 C -5.846 -2.694 2.775  -1.02
98 N -4.865 -1.979 1.977  0.07
99 C -3.695 -1.430 2.636  -0.67
100 C -5.004 -1.867 0.637  0.12
101 O -5.924 -2.348 0.002  -0.65
102 H -6.626 -3.044 2.105  0.38
103 H -6.247 -2.023 3.536  0.29
104 H -5.393 -3.557 3.268  0.32
105 H -2.755 -1.910 2.361  0.50
106 H -3.621 -0.365 2.438  -0.21
107 H -3.706 -1.534 3.721  0.44
108 H -4.186 -1.326 0.138  0.42
109 C -0.998 2.056 -7.974  -1.00
110 N -0.619 1.498 -6.690  0.19
111 C -1.025 0.182 -6.278  -0.93
112 C 0.220 2.186 -5.890  -0.11
113 O 0.760 1.789 -4.881  -0.47
114 H -1.731 1.426 -8.473  0.37
115 H -0.128 1.984 -8.635  0.36
116 H -1.345 3.085 -7.939  0.31
117 H -2.089 0.146 -6.042  0.35
118 H -0.762 -0.585 -7.020  0.39
119 H -0.459 -0.229 -5.443  0.18
120 H 0.401 3.215 -6.240  0.42
121 C -1.124 6.106 -1.074  -1.06
122 N -1.383 5.096 -2.078  0.35
123 C -1.321 5.504 -3.470  -0.95
124 C -1.779 3.856 -1.755  -0.12
125 O -1.891 3.475 -0.593  -0.50
126 H -0.118 6.497 -1.192  0.38
127 H -1.356 5.713 -0.086  0.23
128 H -1.865 6.914 -1.086  0.36
129 H -1.978 6.361 -3.680  0.35
130 H -0.330 5.923 -3.655  0.32
131 H -1.747 4.728 -4.100  0.28
132 H -2.076 3.200 -2.580  0.41
133 C -4.384 1.155 4.539  -0.82
134 N -3.821 2.420 4.168  0.41
135 C -2.653 2.447 3.321  -1.27
136 C -4.185 3.559 4.816  0.09
137 O -3.679 4.649 4.661  -0.55
138 H -4.924 0.605 3.769  0.37
139 H -5.115 1.260 5.347  0.34
140 H -3.716 0.393 4.954  0.06
141 H -2.308 3.430 3.016  0.33
142 H -1.827 1.931 3.824  0.46
143 H -2.763 1.886 2.387  0.18
144 H -5.032 3.390 5.507  0.30

Frontier orbital gap = 0.3190 Ha
Spin multiplicity = 1
Total charge = 0
LUMO energy = 0.0399 eV
HOMO = -8.6 eV
Structure (SMILES) = CN(C)C=O.CN(C)C=O.CN(C)C=O.CN(C)C=O.CN(C)C=O.CN(C)C=O.CN(C)C=O.CN(C)C=O.CN(C)C=O.CN(C)C=O.CN(C)C=O.CN(C)C=O

***

ii | A 12-piece molecular cluster, C36H84N12O12 overall. Source: the OMol25 dataset; level of theory: the ωB97M-V functional and the def2-TZVPD basis.

Last column: Mulliken charge in e.
CARTESIAN COORDINATES (ANGSTROEM)
1 C -5.199 -4.757 -7.867  -0.89
2 N -4.979 -3.353 -7.504  -0.17
3 C -5.915 -2.585 -6.956  0.66
4 C -5.394 -1.178 -6.552  -0.99
5 O -7.053 -2.974 -6.692  -0.63
6 H -5.741 -5.079 -8.756  0.29
7 H -5.889 -5.252 -7.184  0.30
8 H -4.294 -5.363 -7.914  0.34
9 H -4.096 -2.865 -7.450  0.23
10 H -5.260 -1.006 -5.484  0.27
11 H -6.055 -0.412 -6.957  0.27
12 H -4.393 -0.930 -6.907  0.32
13 C 1.605 0.908 -2.451  -0.89
14 N 2.205 0.817 -1.146  -0.20
15 C 1.528 0.572 -0.014  0.69
16 C 2.298 0.507 1.262  -1.02
17 O 0.295 0.446 0.069  -0.64
18 H 1.621 -0.061 -2.950  0.26
19 H 2.224 1.592 -3.031  0.35
20 H 0.701 1.516 -2.443  0.32
21 H 3.098 1.260 -0.985  0.25
22 H 3.317 0.182 1.054  0.33
23 H 1.883 -0.148 2.028  0.31
24 H 2.127 1.455 1.773  0.25
25 C -3.262 -6.868 -0.408  -0.85
26 N -2.864 -8.095 0.327  -0.21
27 C -3.690 -9.089 0.640  0.66
28 C -3.106 -10.212 1.467  -0.98
29 O -4.844 -9.162 0.251  -0.62
30 H -2.834 -6.006 0.104  0.29
31 H -4.327 -6.740 -0.601  0.32
32 H -2.830 -6.764 -1.403  0.30
33 H -1.863 -8.221 0.384  0.22
34 H -3.174 -9.956 2.524  0.25
35 H -2.116 -10.551 1.163  0.34
36 H -3.866 -10.980 1.321  0.29
37 C 6.664 -0.676 9.086  -0.74
38 N 6.325 -1.521 7.948  -0.20
39 C 6.877 -2.716 7.630  0.72
40 C 8.094 -3.195 8.337  -1.11
41 O 6.425 -3.319 6.690  -0.63
42 H 6.235 -1.179 9.953  0.28
43 H 6.267 0.311 8.851  0.30
44 H 7.749 -0.723 9.174  0.24
45 H 5.471 -1.331 7.443  0.24
46 H 7.809 -3.305 9.383  0.33
47 H 8.924 -2.495 8.238  0.29
48 H 8.410 -4.207 8.085  0.28
49 C 4.641 5.397 -10.154  -0.83
50 N 4.871 6.453 -11.075  -0.19
51 C 6.062 6.911 -11.545  0.72
52 C 6.143 8.234 -12.288  -1.02
53 O 7.022 6.170 -11.429  -0.63
54 H 4.043 4.631 -10.648  0.28
55 H 4.053 5.847 -9.355  0.29
56 H 5.503 4.932 -9.675  0.31
57 H 4.041 6.965 -11.336  0.20
58 H 6.453 9.063 -11.652  0.26
59 H 5.202 8.457 -12.791  0.31
60 H 7.014 8.263 -12.942  0.31
61 C -0.915 -0.507 11.483  -0.88
62 N -1.246 -1.475 12.454  -0.19
63 C -1.522 -1.182 13.747  0.64
64 C -1.742 -2.358 14.674  -1.04
65 O -1.602 -0.051 14.212  -0.61
66 H -1.720 -0.300 10.778  0.29
67 H -0.105 -0.891 10.865  0.29
68 H -0.543 0.434 11.890  0.33
69 H -1.711 -2.290 12.080  0.24
70 H -1.564 -1.969 15.676  0.31
71 H -1.081 -3.206 14.492  0.32
72 H -2.806 -2.594 14.661  0.28
73 C 2.849 -7.274 -6.732  -0.87
74 N 3.278 -8.649 -7.095  -0.23
75 C 3.404 -9.026 -8.394  0.63
76 C 3.745 -10.474 -8.590  -0.89
77 O 3.123 -8.307 -9.314  -0.59
78 H 3.343 -6.418 -7.191  0.26
79 H 2.879 -7.100 -5.657  0.34
80 H 1.778 -7.423 -6.871  0.30
81 H 3.638 -9.233 -6.354  0.25
82 H 4.692 -10.602 -9.115  0.28
83 H 2.893 -10.990 -9.034  0.23
84 H 3.972 -10.938 -7.630  0.29
85 C -0.337 8.100 -7.393  -0.89
86 N 0.637 9.042 -6.861  -0.20
87 C 1.065 10.086 -7.534  0.65
88 C 2.069 10.984 -6.878  -0.95
89 O 0.695 10.388 -8.680  -0.64
90 H -0.075 7.842 -8.419  0.29
91 H -1.376 8.393 -7.244  0.29
92 H -0.245 7.105 -6.957  0.35
93 H 0.803 8.961 -5.868  0.25
94 H 2.349 10.723 -5.858  0.33
95 H 1.763 12.019 -7.034  0.26
96 H 3.050 10.727 -7.278  0.26
97 C -3.434 -5.121 7.129  -0.82
98 N -4.854 -5.519 7.395  -0.22
99 C -5.436 -5.650 8.583  0.64
100 C -6.978 -5.771 8.592  -1.02
101 O -4.881 -5.687 9.663  -0.62
102 H -3.249 -5.499 6.124  0.32
103 H -2.778 -5.662 7.811  0.29
104 H -3.192 -4.060 7.189  0.27
105 H -5.453 -5.278 6.619  0.25
106 H -7.336 -6.726 8.208  0.29
107 H -7.426 -4.977 7.996  0.32
108 H -7.267 -5.779 9.643  0.28
109 C -2.127 6.384 4.490  -0.79
110 N -1.488 7.561 3.844  -0.18
111 C -1.351 8.656 4.497  0.69
112 C -0.770 9.845 3.695  -1.10
113 O -1.701 8.962 5.674  -0.66
114 H -1.898 5.641 3.726  0.33
115 H -3.205 6.540 4.476  0.27
116 H -1.652 6.136 5.439  0.27
117 H -1.094 7.478 2.917  0.26
118 H -1.200 10.059 2.717  0.31
119 H 0.250 9.490 3.544  0.30
120 H -0.656 10.806 4.196  0.29
121 C -8.671 0.138 2.256  -0.86
122 N -9.632 0.930 2.962  -0.19
123 C -10.616 0.347 3.679  0.67
124 C -11.500 1.257 4.417  -1.03
125 O -10.805 -0.853 3.739  -0.61
126 H -8.411 0.729 1.377  0.34
127 H -9.190 -0.742 1.877  0.30
128 H -7.741 -0.083 2.779  0.26
129 H -9.438 1.921 2.987  0.24
130 H -11.949 2.142 3.966  0.34
131 H -11.077 1.541 5.380  0.26
132 H -12.304 0.543 4.600  0.30
133 C 8.415 1.517 -3.229  -0.83
134 N 8.188 2.882 -3.831  -0.22
135 C 7.749 3.996 -3.172  0.66
136 C 7.868 5.328 -3.846  -0.96
137 O 7.306 3.823 -2.067  -0.63
138 H 9.484 1.410 -3.050  0.29
139 H 7.985 0.709 -3.822  0.30
140 H 8.066 1.452 -2.199  0.31
141 H 8.298 2.946 -4.832  0.22
142 H 7.854 5.342 -4.935  0.32
143 H 8.706 5.906 -3.457  0.25
144 H 6.998 5.830 -3.420  0.30

Frontier orbital gap = 0.3460 Ha
Spin multiplicity = 1
Total charge = 0
LUMO energy = 0.0764 eV
HOMO = -9.3 eV
Structure (SMILES) = CNC(C)=O.CNC(C)=O.CNC(C)=O.CNC(C)=O.CNC(C)=O.CNC(C)=O.CNC(C)=O.CNC(C)=O.CNC(C)=O.CNC(C)=O.CNC(C)=O.CNC(C)=O

***

Least stable: i